1.
Density functional theory data (ωB97M-V/def2-TZVPD) for 2 unconnected molecules or ions with the total composition C4H11NO3 at a distorted geometry.

Last column: Löwdin charge in e.
Cartesian coordinates (Å):
O -2.3853 1.2119 0.3732  0.074
C -1.2966 1.5110 0.7794  -0.240
C -0.0256 1.3729 -0.0360  -0.333
C -0.3465 0.5678 -1.3043  -0.063
N 0.9976 0.7089 0.8088  -0.018
C 0.6411 -0.5449 1.3871  -0.317
O 1.4722 -0.8855 2.4766  -0.028
H -1.1963 1.9374 1.7972  0.134
H 0.4304 2.3385 -0.2451  0.144
H 0.5432 0.2908 -1.8708  0.079
H -0.9761 -0.2886 -1.1107  0.057
H -0.8994 1.2499 -1.9602  0.087
H 1.8593 0.7481 0.2838  0.114
H -0.3198 -0.4138 1.8580  0.115
H 0.4442 -1.4239 0.7528  0.117
H 2.3771 -0.9425 2.1822  0.075
H -0.1765 -2.5806 -1.2833  0.013
H -0.3753 -2.2954 -2.8595  0.038
O -0.7678 -2.5620 -2.0291  -0.048

Calculated values
**F_max**: 1.97 eV/Å
**Lowest unoccupied orbital energy**: 0.018 Eh
**Structure (SMILES)**: C[C@@H](C=O)NCO.O

***

2.
Density functional theory data (ωB97M-V/def2-TZVPD) for 2 unconnected molecules or ions with the total composition C4H11NO3 at a distorted geometry.

Last column: Löwdin charge in e.
Cartesian coordinates (Å):
O -0.7822 -0.8545 0.9927  0.131
C -0.8940 0.3123 0.9533  -0.508
O -1.4761 0.8847 2.0398  0.135
C -0.3124 1.3137 -0.0097  -0.129
C 1.2017 1.3273 0.0640  -0.183
C 1.6467 -0.0668 -0.2569  -0.388
N 1.4846 -0.4272 -1.5947  0.010
H -1.8120 0.2876 2.6056  0.051
H -0.6868 2.3002 0.1579  0.108
H -0.7632 1.2496 -0.9815  0.120
H 1.5297 1.5482 1.2040  0.168
H 1.6831 2.1565 -0.5780  0.143
H 1.4520 -0.9337 0.4876  0.128
H 2.8262 -0.2714 0.0799  0.140
H 2.0501 -1.2416 -1.8577  0.114
H 1.1518 0.2620 -2.1621  0.046
H -0.5430 -2.3621 -2.3783  0.056
H -0.5268 -1.4044 -1.2571  -0.098
O -1.0674 -2.0202 -1.6151  -0.043

Calculated values
**F_max**: 6.95 eV/Å
**Lowest unoccupied orbital energy**: 0.028 Eh
**Structure (SMILES)**: NCCCC(=O)O.O

***

3.
Density functional theory data (ωB97M-V/def2-TZVPD) for 2 unconnected molecules or ions with the total composition C4H11NO3 at a distorted geometry.

Last column: Löwdin charge in e.
Cartesian coordinates (Å):
C -0.5084 0.5252 1.6535  -0.069
C -0.1037 0.6746 0.1279  -0.464
C 1.2881 0.1583 -0.3361  -0.087
C 1.3358 -0.9912 -1.2375  -0.426
O 1.8070 -0.6707 -2.5641  0.056
O 1.2401 -2.1288 -0.7729  0.081
N -0.0982 2.0220 -0.4355  0.006
H -1.4728 0.9644 1.6951  0.041
H -0.3884 -0.5016 2.1272  0.100
H 0.2120 1.2769 2.1918  0.102
H -1.0183 0.1783 -0.2837  0.128
H 1.7069 0.0036 0.7102  0.152
H 1.5929 1.0801 -1.0123  0.151
H 2.3518 -1.2808 -3.0274  0.085
H -1.0306 2.3889 -0.0453  0.109
H 0.5421 2.6278 -0.0071  0.046
H -2.9825 -1.6703 0.6994  -0.078
H -1.8764 -2.2431 -0.0337  0.024
O -2.5976 -2.4136 0.5505  0.043

Calculated values
**F_max**: 8.56 eV/Å
**Lowest unoccupied orbital energy**: 0.021 Eh
**Structure (SMILES)**: C[C@@H](N)CC(=O)O.O

***

Summary of E in eV
-11957.6602 -11957.1898 -11956.9395
(order as listed above)
Summary of ΔE to the lowest compared entry with this formula, charge and spin in eV
2.4493 2.9198 3.1700
(order as listed above)